Record 1
The following is a quantum chemistry calculation of an isolated molecule of C3H9PS, from the Open Molecules 2025 dataset.

Properties
Highest occupied orbital energy (alpha / beta)   -0.176 / -0.321 Eh
LUMO (alpha / beta)   0.0345 / -0.0792 hartree
Energy relative to the best compared isomer or geometry (same formula, charge and spin)   20.6 kcal per mole
⟨S²⟩   2.008
2S+1   3

Last column: Mulliken spin population.
Positions of all 14 atoms, in Å:
1 C 1.331 -1.493 0.696  -0.011
2 C 1.004 1.318 -0.356  -0.002
3 C -1.712 -0.364 0.149  0.635
4 P 0.381 -0.544 -0.638  1.185
5 S -3.047 0.672 -0.664  0.167
6 H 2.311 -0.971 0.754  0.009
7 H 1.556 -2.462 0.275  0.017
8 H 0.891 -1.636 1.632  0.031
9 H 2.097 1.447 -0.157  0.002
10 H 0.304 1.760 0.435  0.034
11 H 0.862 1.879 -1.336  0.001
12 H -2.000 -1.446 0.284  -0.074
13 H -1.646 -0.032 1.192  0.008
14 H -2.708 1.879 -0.172  -0.002

Atoms 1-3, force components in eV/Å:
C 1.64 1.22 -2.81
C -0.82 -0.54 -1.04
C -3.52 0.10 0.95

=====

Record 2
The following is a quantum chemistry calculation of a 8-piece molecular cluster, C23H67N5O8 overall, from the Open Molecules 2025 dataset.

Properties
Structure (SMILES)   COC[C@H](C)N.COC[C@H](C)N.COC[C@H](C)N.COC[C@H](C)N.COC[C@H](C)N.CO.CO.CO
Highest occupied orbital energy   -0.337 Eh
LUMO   0.0122 hartree
Energy relative to the best compared isomer or geometry (same formula, charge and spin)   131.0 kcal per mole

Last column: Löwdin charge in e.
Positions of all 103 atoms, in Å:
1 C -5.473 -7.112 -2.573  -0.154
2 O -5.241 -7.838 -3.718  -0.183
3 C -3.936 -7.787 -4.370  -0.148
4 C -2.740 -8.501 -3.663  -0.445
5 C -2.328 -7.760 -2.373  -0.074
6 N -1.564 -8.541 -4.472  0.022
7 H -5.436 -7.866 -1.787  0.088
8 H -6.451 -6.630 -2.558  0.083
9 H -4.822 -6.247 -2.447  0.088
10 H -4.018 -8.377 -5.283  0.115
11 H -3.698 -6.759 -4.644  0.124
12 H -3.115 -9.485 -3.381  0.132
13 H -3.128 -7.969 -1.663  0.057
14 H -2.169 -6.688 -2.491  0.083
15 H -1.480 -8.254 -1.899  0.070
16 H -1.694 -8.727 -5.456  0.068
17 H -0.805 -9.142 -4.185  0.077
18 C 5.394 9.632 -2.521  -0.121
19 O 5.398 8.297 -2.083  -0.192
20 C 4.467 8.057 -1.006  -0.180
21 C 5.039 7.065 0.061  -0.433
22 C 5.031 5.695 -0.519  -0.098
23 N 4.181 7.033 1.220  0.021
24 H 4.406 9.892 -2.902  0.085
25 H 6.215 9.913 -3.180  0.090
26 H 5.510 10.197 -1.596  0.078
27 H 4.155 8.936 -0.442  0.104
28 H 3.518 7.838 -1.496  0.128
29 H 6.029 7.187 0.500  0.145
30 H 5.934 5.576 -1.118  0.079
31 H 4.232 5.372 -1.187  0.081
32 H 5.089 4.841 0.156  0.077
33 H 3.268 6.795 0.861  0.071
34 H 4.025 7.962 1.583  0.066
35 C 3.792 4.474 10.994  -0.065
36 O 4.494 3.781 9.915  -0.239
37 C 3.794 3.634 8.680  -0.182
38 C 4.518 2.734 7.573  -0.421
39 C 5.987 3.196 7.486  -0.072
40 N 3.861 2.723 6.309  0.017
41 H 3.652 5.511 10.689  0.083
42 H 4.281 4.330 11.957  0.086
43 H 2.841 3.941 11.023  0.078
44 H 2.725 3.453 8.791  0.110
45 H 3.774 4.699 8.450  0.112
46 H 4.520 1.673 7.824  0.132
47 H 6.493 2.671 6.676  0.072
48 H 6.434 2.987 8.459  0.069
49 H 6.114 4.274 7.394  0.077
50 H 4.046 3.607 5.857  0.072
51 H 4.216 2.037 5.658  0.072
52 C 2.706 0.667 -6.033  -0.113
53 O 2.606 0.228 -7.358  -0.203
54 C 1.762 -0.851 -7.693  -0.169
55 C 2.037 -2.162 -6.900  -0.446
56 C 3.494 -2.644 -6.985  -0.067
57 N 1.116 -3.207 -7.300  0.025
58 H 3.594 1.229 -5.744  0.085
59 H 2.616 -0.151 -5.318  0.079
60 H 1.937 1.437 -5.971  0.086
61 H 0.734 -0.502 -7.591  0.121
62 H 2.050 -1.018 -8.731  0.133
63 H 1.963 -2.137 -5.813  0.115
64 H 3.848 -2.883 -7.987  0.075
65 H 3.692 -3.543 -6.400  0.074
66 H 4.199 -1.883 -6.650  0.071
67 H 0.192 -2.818 -7.419  0.063
68 H 1.007 -3.830 -6.512  0.072
69 C -7.102 -3.096 2.794  -0.136
70 O -8.254 -3.215 2.021  -0.206
71 C -9.057 -1.988 2.016  -0.157
72 C -10.481 -2.367 1.473  -0.429
73 C -11.427 -1.160 1.463  -0.087
74 N -11.101 -3.357 2.312  0.032
75 H -6.501 -3.944 2.466  0.093
76 H -7.275 -3.134 3.869  0.085
77 H -6.647 -2.122 2.610  0.082
78 H -9.212 -1.484 2.970  0.120
79 H -8.489 -1.251 1.448  0.118
80 H -10.491 -2.674 0.427  0.132
81 H -11.605 -0.713 2.441  0.070
82 H -12.405 -1.500 1.122  0.077
83 H -11.076 -0.305 0.885  0.073
84 H -11.647 -3.125 3.130  0.074
85 H -10.299 -3.822 2.713  0.057
86 C -2.463 6.224 0.041  -0.195
87 O -1.610 6.613 1.040  -0.126
88 H -1.765 5.608 -0.526  0.075
89 H -3.199 5.612 0.563  0.082
90 H -2.842 6.947 -0.682  0.083
91 H -1.580 5.894 1.675  0.080
92 C 5.254 -4.479 0.915  -0.148
93 O 5.508 -3.496 -0.097  -0.143
94 H 6.032 -5.237 1.001  0.076
95 H 5.248 -3.910 1.845  0.068
96 H 4.246 -4.859 0.745  0.077
97 H 6.415 -3.284 -0.328  0.071
98 C 0.592 -0.465 0.362  -0.137
99 O 0.813 -1.444 -0.675  -0.150
100 H 0.328 0.468 -0.136  0.079
101 H -0.010 -0.864 1.178  0.074
102 H 1.614 -0.358 0.726  0.071
103 H 1.593 -1.975 -0.501  0.062

Atoms 1-3, force components in eV/Å:
C -0.03 0.38 0.91
O 1.33 -0.79 -2.51
C -0.05 -0.59 0.35

=====

Record 3
The following is a quantum chemistry calculation of a 11-piece molecular cluster, C36H97F6N5O18P overall, from the Open Molecules 2025 dataset.

Properties
Charge   -1
Highest occupied orbital energy   -0.216 Eh
LUMO   0.0780 hartree

Last column: Löwdin charge in e.
Positions of all 163 atoms, in Å:
1 P -1.857 0.102 1.342  0.220
2 F -1.420 1.658 1.106  -0.163
3 F -3.039 0.607 2.302  -0.124
4 F -2.868 0.200 0.039  -0.167
5 F -2.318 -1.432 1.525  -0.128
6 F -0.680 -0.369 0.360  -0.136
7 F -0.842 0.040 2.609  -0.141
8 C -1.004 0.964 8.493  -0.123
9 O -0.074 0.409 7.601  -0.159
10 C -0.652 -0.139 6.455  -0.230
11 C 0.423 -0.677 5.496  -0.190
12 N 1.266 0.430 5.106  -0.036
13 C 2.373 0.095 4.215  -0.203
14 C 3.424 -0.813 4.817  -0.250
15 O 3.983 -0.238 5.972  -0.155
16 C 5.231 -0.818 6.282  -0.127
17 H -1.691 0.198 8.878  0.087
18 H -1.562 1.838 8.153  0.082
19 H -0.431 1.188 9.395  0.082
20 H -1.355 0.525 5.940  0.107
21 H -1.241 -1.035 6.713  0.111
22 H -0.119 -1.056 4.616  0.094
23 H 0.967 -1.494 5.971  0.120
24 H 0.661 1.127 4.689  0.069
25 H 2.748 1.053 3.852  0.122
26 H 2.034 -0.432 3.304  0.097
27 H 4.186 -0.952 4.039  0.113
28 H 2.941 -1.789 4.964  0.106
29 H 5.924 -0.983 5.455  0.081
30 H 5.023 -1.749 6.827  0.086
31 H 5.769 -0.262 7.053  0.080
32 C -0.880 -7.159 8.338  -0.112
33 O -1.491 -5.910 8.084  -0.181
34 C -1.801 -5.708 6.737  -0.257
35 C -2.667 -4.455 6.598  -0.184
36 N -3.203 -4.325 5.234  -0.039
37 C -2.692 -3.205 4.444  -0.207
38 C -1.418 -3.378 3.676  -0.240
39 O -0.356 -3.683 4.548  -0.196
40 C 0.879 -3.911 3.928  -0.110
41 H -1.528 -7.917 7.884  0.084
42 H -0.897 -7.328 9.414  0.083
43 H 0.153 -7.205 7.982  0.086
44 H -2.267 -6.583 6.252  0.118
45 H -0.896 -5.625 6.113  0.117
46 H -2.094 -3.581 6.911  0.114
47 H -3.520 -4.530 7.277  0.111
48 H -2.894 -5.151 4.727  0.094
49 H -2.591 -2.315 5.070  0.102
50 H -3.448 -2.973 3.684  0.116
51 H -1.180 -2.431 3.162  0.086
52 H -1.484 -4.059 2.812  0.120
53 H 1.637 -4.208 4.655  0.091
54 H 1.242 -2.986 3.464  0.073
55 H 0.827 -4.741 3.215  0.091
56 C 4.061 -7.829 2.233  -0.107
57 O 4.436 -7.586 0.885  -0.207
58 C 5.646 -6.854 0.701  -0.207
59 C 5.554 -5.470 1.380  -0.241
60 N 4.518 -4.703 0.737  -0.049
61 C 4.221 -3.495 1.502  -0.198
62 C 2.909 -2.912 0.990  -0.234
63 O 1.842 -3.802 1.177  -0.218
64 C 0.604 -3.245 0.781  -0.101
65 H 4.881 -8.138 2.884  0.089
66 H 3.245 -8.545 2.209  0.087
67 H 3.662 -6.888 2.629  0.076
68 H 5.714 -6.735 -0.378  0.120
69 H 6.505 -7.426 1.063  0.114
70 H 6.542 -5.022 1.233  0.119
71 H 5.430 -5.641 2.457  0.102
72 H 3.676 -5.219 0.517  0.109
73 H 5.029 -2.779 1.342  0.121
74 H 4.111 -3.700 2.576  0.115
75 H 3.003 -2.720 -0.087  0.119
76 H 2.717 -1.944 1.472  0.112
77 H 0.496 -2.318 1.348  0.071
78 H -0.267 -3.865 0.994  0.083
79 H 0.544 -3.125 -0.306  0.092
80 C -8.140 6.636 -6.855  -0.109
81 O -7.443 5.914 -5.861  -0.203
82 C -7.253 4.549 -6.113  -0.239
83 C -6.739 3.918 -4.805  -0.205
84 N -5.421 4.423 -4.507  -0.078
85 C -4.777 3.921 -3.287  -0.187
86 C -4.247 2.494 -3.511  -0.215
87 O -3.511 2.022 -2.412  -0.216
88 C -2.369 2.777 -2.077  -0.105
89 H -7.880 6.318 -7.874  0.083
90 H -7.867 7.686 -6.815  0.084
91 H -9.198 6.393 -6.727  0.087
92 H -6.518 4.422 -6.917  0.124
93 H -8.186 4.052 -6.410  0.119
94 H -6.645 2.846 -4.972  0.114
95 H -7.483 4.158 -4.038  0.120
96 H -5.175 5.377 -4.693  0.105
97 H -5.485 3.996 -2.455  0.120
98 H -3.929 4.562 -3.055  0.109
99 H -3.634 2.459 -4.422  0.127
100 H -5.061 1.793 -3.704  0.118
101 H -2.511 3.582 -1.348  0.079
102 H -1.924 3.216 -2.973  0.097
103 H -1.665 2.142 -1.539  0.072
104 C 1.839 -0.099 -1.745  -0.091
105 O 2.014 0.032 -3.157  -0.184
106 C 2.675 -1.099 -3.669  -0.246
107 C 2.888 -0.758 -5.156  -0.202
108 N 3.620 -1.781 -5.909  -0.067
109 C 2.902 -3.077 -5.907  -0.230
110 C 3.409 -3.983 -7.019  -0.222
111 O 3.210 -3.281 -8.249  -0.203
112 C 3.957 -3.912 -9.276  -0.114
113 H 1.316 0.757 -1.327  0.083
114 H 2.821 -0.250 -1.294  0.082
115 H 1.200 -0.958 -1.525  0.069
116 H 2.078 -2.012 -3.610  0.114
117 H 3.677 -1.249 -3.253  0.128
118 H 3.500 0.143 -5.161  0.118
119 H 1.920 -0.671 -5.663  0.122
120 H 3.444 -1.605 -6.899  0.091
121 H 1.826 -2.878 -6.043  0.123
122 H 3.016 -3.578 -4.942  0.115
123 H 2.916 -4.955 -7.017  0.123
124 H 4.482 -4.073 -6.824  0.121
125 H 3.584 -4.929 -9.420  0.086
126 H 5.036 -3.880 -9.110  0.088
127 H 3.767 -3.362 -10.199  0.085
128 C -1.777 4.617 3.566  -0.237
129 C -1.519 3.391 4.430  -0.225
130 O -0.553 2.527 3.850  -0.088
131 O -0.628 5.462 3.544  -0.071
132 H -2.643 5.145 3.970  0.117
133 H -2.020 4.388 2.526  0.106
134 H -2.492 2.905 4.591  0.105
135 H -1.147 3.605 5.432  0.125
136 H -0.922 1.901 3.204  0.043
137 H 0.040 4.925 3.102  0.071
138 C -7.353 1.599 0.962  -0.240
139 C -5.814 1.546 0.949  -0.256
140 O -5.500 0.398 0.199  -0.077
141 O -7.805 2.698 1.757  -0.083
142 H -7.692 0.661 1.408  0.117
143 H -7.681 1.742 -0.071  0.117
144 H -5.507 1.440 1.993  0.090
145 H -5.413 2.432 0.447  0.123
146 H -4.539 0.213 0.280  0.044
147 H -8.754 2.591 1.855  0.075
148 C -5.790 0.297 4.785  -0.231
149 C -4.306 0.096 4.928  -0.225
150 O -3.849 0.205 6.285  -0.079
151 O -6.349 1.443 5.431  -0.058
152 H -6.335 -0.602 5.083  0.122
153 H -6.046 0.415 3.726  0.101
154 H -3.801 0.958 4.466  0.091
155 H -3.896 -0.758 4.397  0.097
156 H -3.946 1.114 6.576  0.075
157 H -6.465 2.123 4.764  0.076
158 O -2.980 -0.837 -2.631  -0.069
159 H -2.269 -0.856 -1.983  0.009
160 H -3.516 -0.072 -2.377  0.004
161 O -0.495 4.188 0.265  -0.055
162 H -0.825 3.354 0.629  -0.004
163 H 0.464 4.107 0.299  0.042

Atoms 1-3, force components in eV/Å:
P -0.29 -0.39 -0.78
F -0.05 0.01 -0.04
F -0.07 -0.01 -0.01

=====

Record 4
The following is a quantum chemistry calculation of C20H13ClIN4OPt as an isolated structure, from the Open Molecules 2025 dataset.

Properties
Charge   +1
Highest occupied orbital energy   -0.347 Eh
LUMO   -0.1459 hartree
Energy relative to the best compared isomer or geometry (same formula, charge and spin)   0.0 kcal per mole

Last column: Löwdin charge in e.
Positions of all 41 atoms, in Å:
1 Pt 0.505 -0.898 -0.370  1.253
2 Cl -4.459 -5.377 1.715  0.703
3 C -3.238 -4.144 1.757  -0.621
4 C -2.943 -3.515 2.941  -0.169
5 C -1.959 -2.529 3.014  -0.657
6 I -1.534 -1.645 4.843  0.933
7 C -1.211 -2.107 1.900  -0.503
8 O -0.299 -1.227 1.939  -0.197
9 C -1.562 -2.774 0.658  -0.138
10 N -0.878 -2.409 -0.475  -0.111
11 C -1.102 -3.006 -1.635  -0.129
12 C -2.041 -4.033 -1.768  -0.031
13 C -2.761 -4.414 -0.670  0.002
14 C -2.545 -3.795 0.580  -0.172
15 H -3.482 -3.794 3.836  0.097
16 H -0.525 -2.659 -2.481  0.108
17 H -2.185 -4.497 -2.732  0.115
18 H -3.503 -5.198 -0.741  0.097
19 C 2.973 2.642 -0.380  -0.015
20 C 4.188 2.147 0.064  -0.011
21 C 4.284 0.810 0.407  0.024
22 C 3.170 -0.005 0.293  -0.174
23 N 1.996 0.481 -0.173  -0.071
24 C 1.903 1.777 -0.488  -0.085
25 C 3.160 -1.430 0.676  -0.183
26 C 4.203 -2.058 1.334  0.025
27 C 4.066 -3.389 1.695  -0.009
28 C 2.887 -4.051 1.400  -0.005
29 C 1.879 -3.362 0.752  -0.070
30 N 2.019 -2.088 0.388  -0.052
31 H 2.846 3.680 -0.648  0.123
32 H 5.051 2.793 0.146  0.126
33 H 5.219 0.405 0.760  0.119
34 H 0.940 2.121 -0.833  0.102
35 H 5.103 -1.518 1.581  0.118
36 H 4.868 -3.895 2.213  0.126
37 H 2.731 -5.083 1.676  0.124
38 H 0.934 -3.830 0.523  0.118
39 N -1.543 0.906 -1.782  0.220
40 C -0.773 0.229 -1.250  -0.248
41 H -2.275 1.435 -2.210  0.122

Atoms 1-3, force components in eV/Å:
Pt -0.31 0.19 0.20
Cl -0.01 -0.01 0.00
C 0.03 0.02 -0.05